[1]
C30H21BrMnN6O3S4 | ωB97M-V with the def2-TZVPD basis set

Structure (ORCA input):
```
! wB97M-V def2-TZVPD RIJCOSX def2/J DEFGRID3
* xyz -1 5
Mn -0.72 0.89 0.36
Br -0.53 -2.44 -8.87
C -0.82 -3.20 -7.16
C 0.03 -2.88 -6.11
C -0.21 -3.41 -4.85
C -1.28 -4.27 -4.64
C -2.07 -4.63 -5.71
C -1.86 -4.09 -6.98
N -1.51 -4.97 -3.38
N -1.41 -4.43 -2.27
C -1.32 -3.02 -2.10
C -1.97 -2.09 -2.90
C -1.84 -0.73 -2.71
C -0.99 -0.22 -1.72
O -0.71 1.04 -1.55
C -0.35 -1.18 -0.84
N 0.48 -0.65 0.13
C 1.15 -1.49 0.91
C 0.98 -2.87 0.84
C 0.12 -3.42 -0.09
C -0.54 -2.57 -1.00
H 0.87 -2.22 -6.27
H 0.45 -3.15 -4.03
H -2.88 -5.33 -5.55
H -2.50 -4.35 -7.80
H -2.62 -2.46 -3.68
H -2.37 -0.02 -3.33
H 1.83 -1.04 1.63
H 1.52 -3.50 1.53
H -0.04 -4.48 -0.15
S -2.58 2.62 3.78
C -1.17 1.90 3.40
S -0.96 0.33 2.66
S 0.25 2.85 3.89
O -2.46 2.02 0.34
C -1.80 3.08 0.17
N -0.49 3.11 0.45
C 0.01 4.34 0.05
O 1.16 4.71 0.12
C -1.15 5.17 -0.48
C -1.19 6.43 -1.03
C -2.42 6.89 -1.49
C -3.56 6.10 -1.40
C -3.50 4.82 -0.84
C -2.27 4.38 -0.39
H -0.29 7.03 -1.11
H -2.50 7.88 -1.93
H -4.51 6.47 -1.77
H -4.38 4.19 -0.77
C 1.52 -2.31 5.12
C 2.40 -1.11 4.94
C 3.64 -0.95 5.44
C 4.35 0.27 5.17
N 3.81 1.23 4.40
C 2.62 1.05 3.89
S 1.89 2.21 2.80
N 1.87 -0.10 4.17
C 5.72 0.52 5.74
H 1.97 -3.00 5.83
H 1.37 -2.83 4.17
H 0.53 -2.01 5.49
H 4.08 -1.74 6.03
H 0.92 -0.14 3.79
H 5.99 -0.24 6.47
H 5.75 1.50 6.23
H 6.48 0.54 4.96
*
```

Values from the calculation:
* electronic energy: -191239.670 eV
* gap between HOMO and LUMO (alpha / beta): 4.8 / 6.0 eV
* LUMO energy (alpha / beta): 1.6 / 1.6 eV
* ΔE to the lowest compared entry with this formula, charge and spin: 75.9 kcal/mol
* HOMO level (alpha / beta): -3.230 / -4.494 eV
* max |F|: 1.98 eV/Å

***

[2]
C30H21ClN6O6W | ωB97M-V with the def2-TZVPD basis set

Structure (ORCA input):
```
! wB97M-V def2-TZVPD RIJCOSX def2/J DEFGRID3
* xyz 2 3
W -0.30 0.39 0.28
O 3.10 0.94 2.71
C 2.38 0.67 1.78
N 0.99 1.02 1.73
C 0.50 1.78 2.81
C 1.21 2.60 3.70
C 0.50 3.30 4.65
C -0.90 3.22 4.73
C -1.61 2.43 3.85
C -0.89 1.72 2.89
N -1.42 0.97 1.84
C -2.83 0.81 1.76
O -3.55 0.58 2.69
C -3.30 1.14 0.39
C -4.63 1.31 0.08
C -4.94 1.80 -1.18
C -3.91 2.11 -2.05
C -2.60 1.88 -1.67
N -2.29 1.40 -0.46
C 2.85 -0.11 0.64
C 4.14 -0.29 0.34
C 4.53 -1.03 -0.86
C 3.62 -1.56 -1.66
C 2.16 -1.48 -1.36
N 1.80 -0.62 -0.17
H 2.28 2.70 3.65
H 1.03 3.94 5.34
H -1.43 3.78 5.49
H -2.68 2.37 3.92
H -5.37 1.09 0.83
H -5.97 1.96 -1.47
H -4.11 2.53 -3.03
H -1.79 2.12 -2.34
H 4.87 0.16 0.99
H 5.58 -1.09 -1.11
H 3.89 -2.07 -2.57
H 1.61 -1.16 -2.24
O -2.81 -2.76 -0.99
C -2.00 -1.76 -0.85
O -1.70 -1.26 0.25
C -1.38 -1.20 -2.07
C -1.59 -1.56 -3.36
C -0.91 -0.85 -4.39
C -0.12 0.23 -4.05
C 0.05 0.59 -2.71
N -0.52 -0.19 -1.73
C 0.70 1.73 -2.12
O 1.37 2.65 -2.77
O 0.57 1.89 -0.87
H -3.15 -3.05 -0.12
H -2.26 -2.37 -3.61
H -1.05 -1.12 -5.42
H 0.35 0.80 -4.84
H 1.43 2.48 -3.72
Cl 2.96 -4.71 -1.57
C 2.36 -3.79 -0.25
C 2.64 -4.06 1.02
C 2.01 -3.25 2.06
C 1.28 -2.17 1.79
N 1.03 -1.77 0.43
C 1.46 -2.68 -0.68
H 3.28 -4.88 1.29
H 2.10 -3.55 3.10
H 0.78 -1.59 2.55
H 0.62 -3.09 -1.24
*
```

Values from the calculation:
* electronic energy: -67009.517 eV
* gap between HOMO and LUMO (alpha / beta): 5.7 / 6.0 eV
* LUMO energy (alpha / beta): -7.1 / -7.4 eV
* ΔE to the lowest compared entry with this formula, charge and spin: 96.1 kcal/mol
* HOMO level (alpha / beta): -12.850 / -13.424 eV
* max |F|: 1.40 eV/Å